{"formula": "C21H34BrCl8O4PS", "method": "ωB97M-V/def2-TZVPD", "total_energy_ev": -220863.1377, "homo_ev": -8.87, "lumo_energy_ha": -0.0482, "largest_force_ev_per_a": 1.01, "smiles": "CCC[C@@H](C)C1=C([C@@H](Br)CC)C(=O)C([PH2]=S)=C(OC[C@H](C)O)C1=O.ClCCl.ClCCl.ClCCl.ClCCl", "charge": 0, "symbols": ["C", "C", "C", "C", "C", "C", "C", "C", "Br", "C", "C", "C", "O", "C", "P", "S", "C", "O", "C", "C", "C", "O", "C", "O", "H", "H", "H", "H", "H", "H", "H", "H", "H", "H", "H", "H", "H", "H", "H", "H", "H", "H", "H", "H", "H", "H", "H", "H", "H", "H", "Cl", "C", "Cl", "H", "H", "Cl", "C", "Cl", "H", "H", "Cl", "C", "Cl", "H", "H", "Cl", "C", "Cl", "H", "H"], "xyz": [[2.09270, -0.69226, 3.91334], [2.02264, -1.38384, 2.54331], [2.66563, -0.55972, 1.41332], [2.05936, -0.73143, -0.00157], [1.76941, -2.22834, -0.28159], [0.83658, 0.09952, -0.24563], [0.52339, 0.64943, -1.42296], [1.29760, 0.57461, -2.71834], [3.04766, 1.43560, -2.54245], [1.32468, -0.83897, -3.35262], [2.69050, -1.49681, -3.58332], [-0.74738, 1.47917, -1.52180], [-0.81076, 2.44428, -2.24902], [-1.91676, 1.02596, -0.71609], [-3.60572, 1.32914, -1.27808], [-4.89931, 2.03928, -0.01384], [-1.61004, 0.43593, 0.45518], [-2.50381, -0.01734, 1.31911], [-2.21534, -1.25748, 1.98682], [-3.46566, -2.14522, 2.01740], [-4.48565, -1.80277, 0.92951], [-4.03177, -2.06459, 3.32863], [-0.13679, 0.42491, 0.85213], [0.15592, 0.74591, 1.97319], [3.02150, -0.93375, 4.43808], [2.00084, 0.39514, 3.81443], [1.26656, -1.02367, 4.55331], [2.49438, -2.37057, 2.61875], [0.96600, -1.58172, 2.30705], [2.66462, 0.49749, 1.68666], [3.71434, -0.86906, 1.33763], [2.85164, -0.42552, -0.68961], [0.73563, -2.50513, -0.04139], [2.45479, -2.86110, 0.28955], [1.92234, -2.47005, -1.34119], [0.79201, 1.24304, -3.41163], [0.67625, -1.49688, -2.76197], [0.84785, -0.73859, -4.33601], [3.26515, -0.95023, -4.33729], [3.28513, -1.58302, -2.66384], [2.53145, -2.50844, -3.97530], [-3.37801, 2.16840, -2.37492], [-3.95945, 0.11129, -1.88581], [-1.39638, -1.78874, 1.48329], [-1.90306, -1.03513, 3.01167], [-3.13216, -3.17771, 1.83623], [-4.07523, -2.07180, -0.05278], [-5.38384, -2.40548, 1.09790], [-4.74921, -0.74355, 0.93555], [-4.41186, -2.92006, 3.55164], [-8.14203, -0.65643, 1.16219], [-7.15180, -0.02126, 2.48591], [-8.07905, 1.01666, 3.57536], [-6.76000, -0.85470, 3.05631], [-6.34843, 0.56489, 2.05327], [5.24281, -1.46569, -0.75480], [6.41579, -2.61110, -1.42300], [5.77361, -3.51319, -2.79845], [7.28445, -2.05375, -1.75140], [6.67645, -3.31711, -0.64404], [2.44352, 3.03682, 0.79256], [3.60149, 4.09809, 1.60017], [4.59661, 3.22122, 2.77122], [4.25443, 4.52712, 0.85001], [3.05025, 4.86721, 2.12713], [-2.39369, 5.41084, -4.99241], [-1.10990, 5.43521, -3.77368], [-1.06855, 6.95799, -2.87543], [-1.28442, 4.62538, -3.07655], [-0.15989, 5.31168, -4.27903]]}

---

{"formula": "C15H18O", "method": "ωB97M-V/def2-TZVPD", "total_energy_ev": -17892.6709, "homo_ev": -8.58, "lumo_energy_ha": 0.0305, "largest_force_ev_per_a": 4.35, "e_above_lowest_ev": 2.001, "smiles": "CCc1ccc(O)cc1.Cc1ccccc1", "charge": 0, "symbols": ["C", "C", "C", "C", "C", "C", "O", "C", "C", "H", "H", "H", "H", "H", "H", "H", "H", "H", "H", "C", "C", "C", "C", "C", "C", "C", "H", "H", "H", "H", "H", "H", "H", "H"], "xyz": [[-2.73149, -1.45352, -1.11154], [-1.48205, -0.54133, -1.22999], [-1.70706, 0.92025, -1.08631], [-1.34405, 1.88162, -2.13778], [-1.36881, 3.23781, -1.85329], [-1.83021, 3.69440, -0.61829], [-1.79508, 5.08101, -0.19408], [-2.33433, 2.83652, 0.35856], [-2.30851, 1.43741, 0.09317], [-3.54200, -1.24239, -1.93144], [-3.18398, -1.06897, -0.14550], [-2.45176, -2.49104, -1.00259], [-0.84544, -0.80161, -0.34220], [-0.80098, -0.89447, -2.12079], [-0.91385, 1.54598, -3.06514], [-0.99900, 3.93045, -2.59140], [-0.93696, 5.36105, -0.33194], [-2.76379, 3.16839, 1.34978], [-2.72934, 0.76380, 0.84402], [3.20334, -4.63101, 1.72115], [2.72829, -3.30291, 1.35274], [2.01766, -3.01790, 0.15079], [1.57015, -1.71058, -0.14121], [2.04970, -0.69705, 0.66526], [2.57888, -0.88988, 1.89526], [3.03191, -2.18057, 2.19289], [2.93889, -5.45114, 0.99177], [2.78774, -4.84173, 2.65872], [4.33090, -4.58750, 1.85320], [1.84446, -3.75068, -0.69096], [1.11317, -1.52898, -1.12658], [1.70332, 0.21616, 0.16134], [2.74167, 0.00051, 2.48833], [3.62706, -2.47540, 3.04566]]}

---

{"formula": "C4H11N4O4P", "method": "ωB97M-V/def2-TZVPD", "total_energy_ev": -27759.1553, "homo_ev": -8.95, "lumo_energy_ha": -0.0304, "largest_force_ev_per_a": 4.86, "smiles": "CNCOC(=O)N(CON=O)[PH2]=N", "charge": 0, "symbols": ["C", "N", "C", "O", "C", "O", "N", "C", "O", "N", "O", "P", "N", "H", "H", "H", "H", "H", "H", "H", "H", "H", "H", "H"], "xyz": [[-0.30787, 2.19084, 0.33123], [-1.03837, 2.14308, -0.96818], [-2.05181, 1.05062, -1.02214], [-1.65380, -0.17589, -0.36740], [-0.61995, -0.85218, -1.06497], [-0.54807, -0.80691, -2.31091], [0.33251, -1.66490, -0.25164], [1.59217, -0.92181, 0.03262], [2.00690, -0.04296, -1.05732], [3.33484, 0.24029, -0.80323], [3.38247, 1.32453, -0.31200], [-0.47358, -2.24067, 1.20812], [0.48540, -2.98346, 2.25790], [-0.04019, 3.29458, 0.54225], [0.68429, 1.62761, 0.33968], [-0.91371, 1.81616, 1.22760], [-1.60147, 3.01565, -0.99963], [-2.97770, 1.43241, -0.44179], [-2.41490, 0.89556, -2.09947], [2.43593, -1.70803, 0.12635], [1.54602, -0.36187, 1.02850], [-1.11782, -1.15594, 1.92708], [-1.48838, -3.15844, 0.78775], [1.44710, -2.95827, 1.88959]]}

---

{"formula": "C5H14", "method": "ωB97M-V/def2-TZVPD", "total_energy_ev": -5411.3151, "homo_ev": -11.19, "lumo_energy_ha": 0.0401, "largest_force_ev_per_a": 2.09, "e_above_lowest_ev": 0.735, "smiles": "CCC.CC", "charge": 0, "symbols": ["C", "C", "C", "H", "H", "H", "H", "H", "H", "H", "H", "C", "C", "H", "H", "H", "H", "H", "H"], "xyz": [[0.16501, 0.64921, -2.62207], [-1.07195, 0.05270, -1.92618], [-1.66593, 1.11783, -0.94032], [0.46660, 0.10894, -3.51247], [0.97029, 0.82245, -1.92116], [-0.18678, 1.64234, -2.90896], [-1.89402, -0.20124, -2.59308], [-0.72412, -0.72094, -1.22081], [-2.73034, 0.85325, -0.88814], [-1.13017, 1.02873, 0.00578], [-1.48181, 2.11722, -1.33527], [1.03385, -0.64717, 3.21292], [1.36485, -1.17496, 1.82354], [1.90335, -0.16200, 3.67487], [0.24310, 0.11795, 3.16115], [0.52197, -1.40782, 3.79044], [0.59743, -1.83593, 1.38521], [2.12907, -1.95107, 1.73167], [1.48961, -0.40952, 1.08291]]}